{"formula": "C52H54BrClF7N4O17PS2", "method": "the ωB97M-V functional and the def2-TZVPD basis", "species": ["Br", "Cl", "S", "S", "P", "F", "F", "F", "F", "F", "F", "F", "O", "O", "O", "O", "O", "O", "O", "O", "O", "O", "O", "O", "O", "O", "O", "O", "O", "N", "N", "N", "N", "C", "C", "C", "C", "C", "C", "C", "C", "C", "C", "C", "C", "C", "C", "C", "C", "C", "C", "C", "C", "C", "C", "C", "C", "C", "C", "C", "C", "C", "C", "C", "C", "C", "C", "C", "C", "C", "C", "C", "C", "C", "C", "C", "C", "C", "C", "C", "C", "C", "C", "C", "C", "H", "H", "H", "H", "H", "H", "H", "H", "H", "H", "H", "H", "H", "H", "H", "H", "H", "H", "H", "H", "H", "H", "H", "H", "H", "H", "H", "H", "H", "H", "H", "H", "H", "H", "H", "H", "H", "H", "H", "H", "H", "H", "H", "H", "H", "H", "H", "H", "H", "H", "H", "H", "H", "H"], "coordinates": [[-0.90316, -3.88896, -3.53614], [-6.04517, -5.19103, -2.32060], [-7.03819, -3.55351, -1.61880], [-2.52610, -1.19191, 1.13926], [0.78782, -6.79848, 3.70623], [-1.64699, 2.66803, 0.42127], [-3.76434, 1.12931, 2.63886], [-0.78978, 0.27838, -0.08237], [-0.88233, 0.68535, 2.04105], [-3.20315, 1.48535, -0.46948], [-4.55863, 2.61488, 1.30699], [-2.80159, 3.02848, 2.54682], [-7.78458, -3.99167, -0.48291], [-7.77130, -2.94291, -2.68390], [-2.24125, 9.75814, -0.85999], [-4.16689, 9.42151, -1.75940], [5.27794, 5.99302, 0.62397], [-6.76550, -1.16743, -8.61236], [1.92381, -7.66556, 2.92699], [1.99476, -5.59548, 0.94791], [-0.65990, -4.32067, 4.55405], [9.81374, -1.37764, -0.45101], [4.00113, 5.71919, -1.08560], [-3.74018, -1.06645, 0.37701], [-2.74400, -1.49083, 2.51405], [3.99638, 6.00775, 7.03592], [-8.50164, -0.79804, -9.82718], [-0.19909, -1.95856, 3.08351], [4.56215, 5.96116, 4.96202], [4.30753, 6.54914, 5.99653], [-3.25627, 9.11171, -1.01901], [-7.96375, -1.19070, -8.81205], [4.22520, 5.67732, 0.10692], [-0.82580, -7.65319, 3.43591], [-0.60172, -3.19032, 1.08263], [0.76958, -5.57143, -1.60738], [-2.38336, 7.48915, 0.61151], [2.34450, 4.72461, 3.18053], [9.39337, -2.50525, 0.28034], [3.29333, -5.89126, -2.14003], [4.12351, 8.71733, 7.14004], [-2.51000, 6.30178, 1.31387], [-2.41848, -1.71689, -2.00308], [-0.16591, -4.28398, 3.30637], [0.98367, -5.08643, 1.34289], [-5.00524, -1.75434, -2.16992], [4.78314, 10.03704, 4.77962], [-3.44366, 2.11623, 1.81711], [-10.98889, -2.33558, -6.96054], [-4.63681, 5.89488, 0.26427], [3.14153, 5.21365, 0.98995], [4.37749, 8.01733, 5.97524], [3.36191, 5.17674, 2.35430], [-0.80501, -3.61080, -1.66340], [-1.48363, -2.39001, 0.32141], [4.27075, -5.26009, -1.12913], [-3.39281, 7.85848, -0.25738], [-2.50834, 1.65435, 0.65297], [-0.34463, -3.01270, 2.55130], [-10.42096, -2.78197, -5.77388], [10.41279, -0.41606, 0.39450], [4.20812, 10.09954, 7.11788], [1.94045, 4.82359, 0.42622], [-5.76305, -2.46778, -1.04331], [0.50499, -5.28036, 2.72023], [2.02315, -5.06582, -2.38442], [0.02940, -4.46755, -0.91700], [6.52944, -4.24319, -0.72615], [9.03416, -3.64045, -0.65198], [0.11781, -4.21917, 0.46455], [-1.62124, 0.42392, 0.97320], [4.70353, 8.65433, 4.79181], [7.68442, -3.43907, -1.35130], [5.51953, -4.68165, -1.78868], [-9.04859, -2.69621, -5.57627], [-3.67537, -2.45228, -2.53885], [-8.82328, -1.73491, -7.74818], [4.53942, 10.75832, 5.94092], [1.13384, 4.31975, 2.63361], [-1.56224, -2.57074, -1.08427], [-4.52196, 7.08250, -0.44043], [-3.63325, 5.50226, 1.14069], [-8.24122, -2.16909, -6.57175], [0.93087, 4.37154, 1.25960], [-10.18758, -1.80533, -7.95871], [-5.62503, -1.76239, -3.06339], [-2.69147, -0.78062, -1.55106], [11.39459, -0.75081, 0.73735], [2.20065, -4.02075, -2.13624], [-4.82852, -0.72198, -1.90064], [-3.70283, 4.57589, 1.66702], [-1.47719, -7.05426, 2.80532], [10.18082, -2.84303, 0.96413], [1.80236, -5.09920, -3.44682], [-5.29891, 7.39396, -1.12225], [-1.77804, -1.47714, -2.84686], [3.86613, 8.19783, 8.05077], [0.34401, 3.95963, 3.28154], [2.99197, -6.86276, -1.74896], [4.01752, 10.66312, 8.02045], [-0.68307, -8.65634, 3.04607], [7.78826, -3.69196, -2.40381], [9.77814, -0.22569, 1.26008], [4.30539, 5.48597, 2.76772], [-5.08171, -3.08363, -0.46556], [0.01841, -4.63882, 5.17024], [1.79182, 4.86795, -0.64239], [9.00140, -4.53518, -0.03026], [4.89463, 8.08728, 3.89264], [2.50162, 4.68381, 4.24841], [-0.01098, 4.06138, 0.84127], [-1.30458, -7.74587, 4.40524], [-5.51089, 5.27247, 0.12700], [-11.04994, -3.19912, -4.99841], [-1.72752, 5.99764, 1.99675], [4.60885, 11.83788, 5.92898], [10.55448, 0.48619, -0.19026], [3.80766, -6.09105, -3.07633], [-12.05770, -2.40233, -7.11034], [9.83511, -3.78732, -1.37236], [-7.17322, -2.10010, -6.42923], [0.12081, -6.07046, -2.32006], [4.59655, -6.00277, -0.40261], [-3.68506, -3.48425, -2.20228], [5.03843, 10.55139, 3.86380], [-10.62116, -1.45591, -8.88354], [-8.60512, -3.03957, -4.65081], [8.51930, -2.25758, 0.89664], [1.07810, -6.33357, -0.90867], [5.23844, -3.78881, -2.34848], [6.01593, -3.63503, 0.01500], [-1.51149, 8.11299, 0.74026], [6.94301, -5.13079, -0.24930], [7.41046, -2.38557, -1.31247], [-6.21047, -1.76307, -0.35121], [5.97985, -5.42622, -2.43229], [3.74936, -4.49124, -0.56677], [1.79232, -7.73003, 1.97213], [-3.60984, -2.45250, -3.62119]], "forces_ev_per_angstrom": [[-0.1, 0.1, 0.0], [0.1, 0.2, -0.2], [-1.3, 0.7, 1.1], [-1.5, -0.9, 0.4], [0.4, 0.0, 1.1], [0.0, 0.0, 0.0], [-0.1, -0.4, -0.1], [0.0, 0.0, -0.1], [-0.1, 0.0, 0.3], [-0.2, -0.3, -0.1], [-0.2, 0.2, 0.0], [0.0, 0.0, 0.1], [0.3, -0.3, 0.1], [0.5, -0.2, -0.4], [0.0, 0.0, 0.0], [0.0, 0.0, 0.0], [0.0, 0.0, 0.0], [0.0, 0.0, 0.0], [-0.3, 0.0, -0.3], [0.8, -0.6, -0.5], [0.1, 0.5, 0.3], [0.1, 0.0, 0.1], [0.0, 0.0, 0.0], [0.3, 0.4, -0.4], [0.7, -0.1, 0.2], [0.0, 0.0, 0.0], [0.0, 0.0, 0.0], [0.2, 1.0, 0.3], [0.1, 0.0, 0.2], [0.0, 0.0, 0.0], [0.0, 0.1, 0.0], [0.0, 0.0, 0.0], [0.0, 0.1, 0.0], [0.1, 0.3, 0.0], [-0.4, 0.1, -0.7], [0.5, -0.1, -0.2], [0.2, 0.0, 0.1], [-0.1, 0.0, -0.1], [0.1, -0.3, 0.0], [-0.1, 0.0, 0.7], [0.0, 0.0, 0.2], [-0.1, -0.1, 0.0], [0.3, -0.5, -0.1], [0.0, -0.4, -0.3], [-0.8, 0.7, 0.3], [0.1, -0.8, -0.3], [0.0, 0.0, 0.1], [0.2, -0.4, 0.2], [0.1, 0.0, 0.1], [0.1, 0.0, 0.1], [-0.1, -0.1, 0.1], [0.0, 0.2, 0.0], [0.0, -0.1, 0.0], [0.0, 0.1, 0.8], [1.0, -0.4, -0.2], [0.2, -0.3, -0.5], [0.0, -0.1, 0.1], [0.2, 0.4, 0.1], [-0.2, -0.5, -0.2], [0.0, 0.0, 0.0], [0.0, -0.2, -0.3], [0.0, 0.0, -0.1], [-0.1, 0.0, -0.1], [1.0, 0.2, -0.4], [-0.1, -0.5, 0.1], [0.0, -0.2, -0.1], [-0.5, 0.4, -0.2], [0.4, 0.0, -0.8], [-0.2, 0.2, 0.2], [-0.1, 0.1, -0.2], [0.4, 0.0, -0.5], [0.0, 0.0, -0.2], [0.0, -0.1, 0.3], [-0.3, 0.4, 1.1], [-0.1, -0.1, 0.0], [-0.1, 0.8, 0.1], [-0.1, -0.1, 0.1], [0.0, 0.0, 0.0], [0.0, 0.0, 0.0], [-0.2, 0.1, 0.1], [-0.2, -0.1, -0.1], [0.1, 0.5, -0.3], [0.1, 0.0, 0.1], [0.1, 0.1, 0.2], [-0.2, 0.0, -0.1], [-0.2, 0.2, 0.0], [-0.1, 0.1, 0.1], [0.1, -0.1, 0.1], [0.1, 0.1, 0.0], [0.0, 0.2, 0.1], [-0.2, 0.2, 0.1], [-0.1, -0.2, -0.2], [0.2, 0.1, 0.0], [-0.2, 0.1, -0.1], [0.1, 0.1, 0.0], [0.1, 0.1, -0.1], [0.0, -0.1, 0.0], [0.0, 0.0, 0.0], [0.0, -0.2, -0.1], [0.0, 0.0, 0.0], [0.1, -0.1, -0.2], [-0.1, -0.1, -0.1], [0.0, 0.2, 0.1], [0.1, 0.0, -0.1], [-0.1, -0.1, 0.2], [-0.1, -0.3, 0.0], [0.1, 0.0, 0.0], [0.0, -0.2, -0.1], [0.0, -0.1, 0.1], [0.1, 0.0, 0.0], [0.0, 0.0, -0.1], [-0.1, 0.0, 0.1], [0.0, 0.0, 0.0], [0.0, 0.0, 0.0], [0.0, 0.0, 0.0], [0.0, 0.0, 0.0], [-0.1, 0.2, 0.0], [0.1, 0.1, -0.2], [0.0, 0.0, 0.0], [0.1, 0.1, -0.1], [0.0, 0.0, -0.1], [-0.3, 0.1, 0.0], [-0.1, -0.1, 0.1], [0.0, -0.2, -0.1], [0.0, 0.0, 0.0], [0.1, 0.0, 0.0], [-0.1, 0.1, -0.1], [0.0, 0.1, 0.1], [0.0, 0.0, 0.2], [0.0, -0.1, -0.5], [0.0, -0.1, 0.3], [0.0, 0.1, -0.1], [-0.1, -0.1, 0.2], [0.1, 0.2, -0.2], [-0.5, -0.1, 0.0], [0.0, 0.0, -0.3], [0.0, 0.1, 0.2], [0.2, 0.0, 0.0], [0.1, -0.2, -0.1]], "mulliken_charge": [-0.125, -0.231, 1.089, 1.122, -0.129, -0.200, -0.212, -0.285, -0.299, -0.238, -0.269, -0.255, -0.573, -0.529, -0.606, -0.606, -0.618, -0.610, -0.440, -0.436, -0.513, -0.310, -0.614, -0.452, -0.679, -0.606, -0.608, -0.478, -0.611, 1.025, 1.011, 1.015, 1.036, -0.993, -0.049, -1.884, -0.497, -0.445, -0.640, -1.147, -0.455, -0.506, -1.621, 0.416, -0.574, -0.709, -0.519, 0.564, -0.343, -0.557, -0.109, 0.139, -0.396, 0.220, 0.099, -0.429, 0.038, 0.577, 0.212, -0.592, -0.761, -0.405, -0.758, -0.770, 0.162, -0.623, 0.475, -0.581, -0.767, 0.665, 0.941, -0.244, -0.772, -0.873, -0.128, -0.447, 0.084, -0.434, -0.634, 0.364, -0.366, -0.370, -0.490, -0.105, -0.469, 0.571, -0.202, 0.291, 0.521, 0.155, 0.566, 0.335, 0.433, 0.454, 0.471, 1.008, 0.449, 0.461, 0.404, 0.371, 0.334, 0.437, 0.319, 0.642, 0.397, 0.370, 0.492, 0.426, 0.513, 0.457, 0.628, 0.310, 0.432, 0.400, 0.482, 0.376, 0.249, 0.598, 0.373, 0.331, 0.511, 0.865, 0.417, 0.470, 0.387, 0.452, 0.457, 0.351, 0.594, 0.263, 0.259, 0.468, 0.367, 0.400, 0.349, 0.398, 0.182, 0.331, 0.364], "multiplicity": 1, "smiles": "COCCCCCCCCCc1c(Br)c(CCCCS(=O)(=O)Cl)c(S(=O)(=O)C(F)(F)C(F)(F)C(F)(F)F)c2c1C(=O)C(P(C)O)=C(O)C2=O.O=[N+]([O-])c1ccccc1.O=[N+]([O-])c1ccccc1.O=[N+]([O-])c1ccccc1.O=[N+]([O-])c1ccccc1", "orbital_gap_ev": 7.55, "molar_mass_g_mol": 1350.47}